Entry 1:
Density functional theory data (ωB97M-V/def2-TZVPD) for a cluster of 5 separate species, C10H30O5 in total at a distorted geometry.

```
45
Properties=species:S:1:pos:R:3:forces:R:3:lowdin_charge:R:1
C 10.85800 17.56800 16.63500 1.4 -1.7 -4.7 -0.037
C 11.09500 18.67200 15.62800 -2.4 -3.1 1.3 -0.270
O 10.52200 18.46000 14.38200 -2.2 -4.8 2.6 0.015
H 11.17200 17.82500 17.54000 1.3 1.3 3.9 0.039
H 11.45300 16.71800 16.30000 0.3 -0.2 0.2 0.095
H 9.92500 17.17300 16.64600 -3.3 -0.7 0.2 0.050
H 12.08900 18.67200 15.60300 4.3 1.0 -0.6 0.083
H 10.67100 19.45400 16.08800 -1.2 3.7 1.2 0.087
H 10.82700 19.11700 13.89700 1.9 4.6 -4.1 0.024
C 6.07300 17.50900 9.31100 -3.7 -4.0 -0.6 -0.082
C 4.93700 18.52200 9.25100 3.2 -0.2 4.5 -0.347
O 3.82300 18.11500 9.94800 -1.1 -0.5 -1.1 -0.044
H 5.56200 16.50100 8.86900 1.3 2.1 0.2 0.133
H 6.24600 17.04700 10.25200 0.8 0.6 1.3 0.024
H 6.90000 17.76300 8.73700 1.7 0.4 -0.8 0.042
H 4.87000 18.61600 8.26700 -1.6 1.1 -4.2 0.062
H 5.36200 19.42000 9.72700 -0.4 0.4 -0.5 0.120
H 3.98400 18.37000 10.84400 -0.2 0.2 1.2 0.020
C 9.11700 15.87000 11.46000 -4.3 -0.9 -0.4 -0.041
C 8.37200 16.84500 12.55200 -2.9 -8.2 -1.4 -0.261
O 8.75300 16.44300 13.81600 -5.4 -3.3 -0.8 -0.042
H 8.82700 16.22000 10.36900 0.5 -1.0 2.1 0.096
H 8.81300 14.74800 11.69600 0.7 2.3 -0.9 0.093
H 10.14000 15.98200 11.59100 2.0 0.1 0.2 0.020
H 7.22000 16.73100 12.38500 2.2 0.7 0.5 0.128
H 8.81600 17.63500 12.29000 2.3 7.2 -1.6 0.022
H 9.47800 16.85700 14.08000 5.0 3.1 1.8 -0.017
C 5.97100 12.47700 14.18900 3.3 -2.6 -0.5 -0.068
C 7.01300 13.44300 13.51100 -2.5 -1.5 5.3 -0.320
O 6.81500 14.55500 14.29600 0.0 3.5 -0.3 -0.100
H 4.99400 12.79500 14.27600 -2.1 1.2 -0.5 0.021
H 6.21800 12.13600 15.28100 0.2 0.8 -2.1 0.109
H 6.04300 11.60000 13.50800 -0.6 -0.1 0.8 0.070
H 7.00700 13.50900 12.49700 -0.7 0.5 -3.1 0.072
H 7.92700 13.10800 13.84100 2.6 -1.5 0.0 0.083
H 7.47100 15.25000 14.06400 -0.4 -0.5 0.6 0.042
C 3.86300 16.71800 13.24500 0.8 -2.6 1.4 -0.101
C 4.53500 18.11600 13.63400 1.7 -2.6 1.4 -0.341
O 4.13700 19.00700 12.68500 -1.0 2.1 -1.6 -0.112
H 2.78600 16.86300 13.25700 -0.2 -0.2 -0.1 0.038
H 4.11800 15.79900 14.07000 -0.6 2.9 -2.1 0.125
H 4.13700 16.18100 12.19400 -0.2 2.0 2.4 0.110
H 5.62700 17.87200 13.41300 -0.8 0.7 1.3 0.091
H 4.33700 18.60600 14.73700 0.5 -1.9 -2.5 0.162
H 4.46200 19.89400 12.89600 -0.1 -0.3 -0.1 0.109
```
Forces are in eV/Å.

Values from the calculation:
- energy above the lowest of the compared OMol25 structures with the same formula, charge and spin (eV) = 6.137
- orbital gap (eV) = 9.8883
- SMILES = CCO.CCO.CCO.CCO.CCO
- E_HOMO (eV) = -9.51

=====

Entry 2:
Density functional theory data (ωB97M-V/def2-TZVPD) for a cluster of 2 separate species, C5H7N in total.

```
13
Properties=species:S:1:pos:R:3:forces:R:3:lowdin_charge:R:1
H 1.26314 1.47641 -0.46617 0.1 0.0 0.0 0.047
N 1.78549 0.82494 0.12830 -0.3 0.0 0.2 0.085
C 1.03354 0.39794 1.06221 0.2 0.0 -0.2 -0.282
C -0.39753 0.71206 1.27695 -0.1 0.1 -0.1 -0.163
C -1.24368 0.98713 0.28674 0.1 0.0 0.1 0.002
H 1.48885 -0.28881 1.78287 -0.1 0.1 0.0 0.099
H -0.75833 0.66646 2.30314 0.1 0.0 -0.1 0.092
H -2.29056 1.20394 0.47956 0.2 0.0 0.0 0.058
H -0.92604 0.97396 -0.75408 0.0 0.0 0.2 0.051
C -0.58143 -1.80306 -1.60453 0.6 0.0 0.1 -0.012
C 0.60667 -1.68588 -1.45946 -0.6 -0.1 -0.1 -0.016
H -1.63520 -1.91062 -1.72803 0.1 0.0 0.0 0.020
H 1.65507 -1.55446 -1.30749 -0.1 0.0 0.0 0.019
```
Forces are in eV/Å.

Values from the calculation:
- energy above the lowest of the compared OMol25 structures with the same formula, charge and spin (eV) = 3.468
- orbital gap (eV) = 10.6469
- SMILES = [H]/N=C\C=C.C#C
- E_HOMO (eV) = -10.04

=====

Entry 3:
Density functional theory data (ωB97M-V/def2-TZVPD) for the ion CHN4O3S with charge -1 at a distorted geometry.

```
10
Properties=species:S:1:pos:R:3:forces:R:3:lowdin_charge:R:1
O 0.38550 -2.58163 -1.15196 0.0 0.3 0.3 -0.335
S -0.59254 -1.79970 -0.45054 -0.3 1.6 0.6 0.473
O -0.86528 -2.07705 0.93349 0.4 -0.6 -0.2 -0.345
O -1.72277 -1.31270 -1.19655 0.5 -0.3 -0.2 -0.345
N 0.27758 0.00710 -0.10448 0.1 -3.4 -0.3 -0.205
N -0.64093 0.88500 0.23383 1.9 0.7 -0.5 0.055
C 0.15775 1.92038 0.45192 -0.1 2.2 1.5 -0.304
N 1.45057 1.64058 0.33207 1.4 1.7 0.8 -0.080
N 1.58490 0.40837 0.03621 -3.1 -1.3 -1.3 0.000
H -0.03478 2.90965 0.91601 -0.7 -0.9 -0.8 0.087
```
Forces are in eV/Å.

Values from the calculation:
- orbital gap (eV) = 10.3469
- SMILES = O=S(=O)([O-])n1ncnn1
- net charge = -1
- E_HOMO (eV) = -6.34

=====

Entry 4:
Density functional theory data (ωB97M-V/def2-TZVPD) for a cluster of 4 separate species, CH12NO3 in total at a distorted geometry.

```
17
Properties=species:S:1:pos:R:3:forces:R:3:lowdin_charge:R:1
C -1.85418 1.15446 -0.80720 -1.1 0.9 1.4 -0.187
N -1.52916 1.00146 0.68395 -0.6 -1.0 -1.3 0.008
H -2.20994 0.19675 -1.15733 0.3 -0.3 -0.3 0.040
H -2.73789 1.82585 -0.75063 0.7 -0.1 -0.8 0.058
H -0.99165 1.57393 -1.31490 -0.2 -0.1 -0.1 0.069
H -2.09027 1.68652 1.20433 0.4 0.2 0.3 0.072
H -0.51016 1.04578 0.80152 0.1 0.1 0.6 0.056
H -1.88796 0.03350 0.93196 0.4 0.4 0.3 0.050
H 3.25579 -0.75345 -0.65488 -0.4 0.3 -0.1 0.028
H 3.58651 -2.15663 -0.85910 -0.6 -0.4 0.0 0.053
O 2.79804 -1.59052 -0.80464 0.9 0.1 0.0 -0.080
H 1.23114 -0.15621 0.46894 -0.6 0.0 0.7 -0.017
H 2.22084 0.78642 0.95195 -0.3 0.7 0.6 0.045
O 1.28587 0.57151 1.11525 1.2 -0.2 -0.9 -0.101
H -0.85681 -2.16136 0.23777 0.0 -0.2 -0.2 0.030
H 0.50089 -1.61193 -0.34383 -0.3 -0.6 -0.1 0.011
O -0.21106 -1.44607 0.29684 0.2 0.1 -0.1 -0.135
```
Forces are in eV/Å.

Values from the calculation:
- energy above the lowest of the compared OMol25 structures with the same formula, charge and spin (eV) = 0.645
- spin multiplicity = 2
- orbital gap (alpha / beta) (eV) = 3.2073 / 11.6643
- E_HOMO (alpha / beta) (eV) = -2.94 / -11.59

=====

Entry 5:
Density functional theory data (ωB97M-V/def2-TZVPD) for a structure of composition C17H23BrN6O2Re at a distorted geometry.

```
50
Properties=species:S:1:pos:R:3:forces:R:3:lowdin_charge:R:1
Re 7.20420 7.69769 10.57122 -1.3 -1.4 -0.4 1.740
C 8.93185 5.77606 11.85557 2.0 -0.7 -1.4 -0.032
C 9.35502 6.78936 12.69804 2.7 -0.3 0.3 -0.048
C 8.25678 7.50136 13.12368 0.2 0.1 -0.6 -0.038
C 7.12638 6.87677 12.60021 -1.4 0.6 0.2 -0.326
C 7.54764 5.81258 11.75125 -0.2 2.3 0.5 -0.295
H 9.48722 5.07385 11.17637 0.0 0.9 1.2 0.162
H 10.40227 6.99478 12.94478 -0.5 0.1 -0.2 0.144
H 8.20823 8.44774 13.59415 0.3 0.6 0.9 0.129
H 6.17873 7.07020 13.03901 -0.8 -0.2 0.2 0.109
H 7.02698 4.96218 11.66917 -2.1 -3.0 -1.0 0.085
Br 4.19444 9.64824 11.21400 -0.4 -0.1 0.0 0.918
C 5.75134 10.54920 10.70560 -0.7 -1.1 1.1 -0.737
C 5.69389 11.90215 10.59878 1.5 1.9 -2.0 -0.031
C 6.90229 12.52211 10.10975 -1.4 -0.2 1.4 0.053
C 8.08666 11.81879 10.13673 2.3 1.2 -0.6 0.033
C 8.02893 10.48539 10.39256 -0.8 -0.8 -0.4 -0.177
N 6.85003 9.79999 10.60571 1.7 1.1 -0.4 -0.080
C 9.23236 9.64797 10.15928 0.0 -1.3 0.6 -0.549
O 10.31686 10.02132 9.91662 1.3 1.5 -0.4 0.213
O 9.00825 8.32839 10.25251 -1.1 -0.4 0.3 -0.192
H 4.74054 12.44440 10.66900 0.6 -0.3 0.1 0.136
H 6.96478 13.55050 9.81748 -0.5 0.5 0.0 0.131
H 9.13643 12.30449 9.89340 -2.4 -1.1 0.5 0.203
N 4.89649 6.55839 10.70276 0.4 1.8 1.2 0.008
H 4.28158 6.84779 9.97261 -0.4 0.3 -0.9 0.016
H 4.32750 6.80253 11.55234 1.1 -0.7 -0.7 0.067
H 5.00343 5.57079 10.59985 0.0 -0.8 0.3 0.060
C 8.21633 6.90917 7.76958 -0.4 -0.9 1.0 -0.188
N 7.11585 7.79264 8.29058 -0.3 -0.7 1.0 -0.202
C 5.77522 7.22789 7.83310 0.1 -0.7 1.4 -0.213
N 5.61725 7.03080 6.43807 1.1 0.1 0.3 -0.050
C 6.70840 6.06826 6.03221 0.1 1.8 0.5 -0.082
N 8.01204 6.64650 6.39434 0.7 0.7 -1.2 -0.086
C 8.18617 7.95281 5.70316 1.5 0.1 1.6 -0.098
N 7.16080 8.92083 6.17483 -0.4 -0.6 -0.7 -0.060
C 7.22949 9.09752 7.60401 0.4 -0.6 -0.9 -0.168
C 5.86855 8.35605 5.81070 -1.0 0.1 0.8 -0.138
H 8.16321 5.98776 8.35706 -0.1 -0.2 -0.1 0.127
H 9.17402 7.37917 8.04927 -0.3 -0.1 -0.7 0.136
H 5.09708 7.95308 8.24680 -0.8 0.4 -0.2 0.105
H 5.63989 6.30272 8.41742 0.1 0.0 -0.6 0.111
H 6.67498 6.03567 4.93950 0.0 -0.7 0.3 0.143
H 6.58934 5.14728 6.59751 -0.2 -0.3 -0.5 0.135
H 8.21082 7.79080 4.62129 -0.3 0.4 0.2 0.146
H 9.19124 8.31489 6.08294 -1.0 -0.1 -0.9 0.153
H 6.38722 9.66940 7.95324 -0.1 0.8 0.0 0.125
H 8.20753 9.49728 7.78986 0.4 0.6 0.6 0.127
H 5.85621 8.20835 4.77030 -0.1 -0.1 -1.4 0.119
H 5.01499 9.02896 6.06759 0.7 -0.4 0.0 0.154
```
Forces are in eV/Å.

Values from the calculation:
- energy above the lowest of the compared OMol25 structures with the same formula, charge and spin (eV) = 0.090
- spin multiplicity = 4
- orbital gap (alpha / beta) (eV) = 7.0567 / 6.4428
- net charge = +2
- E_HOMO (alpha / beta) (eV) = -14.84 / -14.85

=====

Entry 6:
Density functional theory data (ωB97M-V/def2-TZVPD) for the molecule C5H7N at a distorted geometry.

```
13
Properties=species:S:1:pos:R:3:forces:R:3:lowdin_charge:R:1
C 2.35893 -0.40740 -0.10081 -3.2 0.6 0.5 0.044
C 0.98778 -0.22895 -0.00236 1.0 0.6 0.8 -0.195
N 0.23120 0.68520 0.80943 1.2 0.2 0.1 0.034
C -0.34635 1.37447 -0.37106 3.8 -0.3 -2.0 -0.083
C -0.55589 -0.06504 -0.18191 2.8 -0.7 0.4 -0.327
C -1.71870 -0.86984 0.23944 0.9 -1.2 2.8 -0.033
H 2.77012 -1.08802 -0.81584 0.2 -0.3 -0.1 0.026
H 3.03258 0.16707 0.57808 -0.8 -0.5 -0.7 0.067
H 0.49056 1.77498 -1.15880 -2.5 -1.0 1.8 0.164
H -1.06978 2.01325 -0.04879 -2.1 1.8 0.4 0.067
H -1.49411 -1.84437 0.81033 0.2 1.6 -0.9 0.121
H -2.19926 -1.13980 -0.59681 -2.0 -1.4 -3.2 0.022
H -2.48710 -0.37154 0.83908 0.6 0.6 0.1 0.091
```
Forces are in eV/Å.

Values from the calculation:
- energy above the lowest of the compared OMol25 structures with the same formula, charge and spin (eV) = 4.463
- orbital gap (eV) = 10.3095
- SMILES = C=C1N2C[C@@]12C
- E_HOMO (eV) = -9.19